A structure of composition C60H44ClN5O6P2SY in a non-equilibrium geometry. Source: OMol25; level of theory: ωB97M-V/def2-TZVPD.

Geometry as ORCA input:
```
! RIJCOSX wB97M-V def2-TZVPD def2/J DEFGRID3
* xyz -1 1
Y 0.085 -0.519 1.042
C 3.785 -3.141 -0.526
O 3.971 -3.210 0.885
C 2.914 -3.714 1.584
C 3.170 -4.688 2.525
C 2.149 -5.239 3.310
C 0.863 -4.788 3.112
C 0.586 -3.767 2.190
C -0.808 -3.338 2.108
N -1.216 -2.283 1.516
N -2.600 -2.040 1.536
C -2.902 -0.971 0.827
O -2.083 -0.268 0.145
C -4.333 -0.521 0.942
C -4.733 0.547 0.147
C -6.024 1.055 0.239
C -6.924 0.495 1.136
C -6.528 -0.574 1.937
C -5.238 -1.082 1.842
C 1.620 -3.182 1.411
O 1.397 -2.203 0.580
H 4.777 -3.093 -0.969
H 3.223 -2.255 -0.809
H 3.268 -4.036 -0.883
H 4.200 -5.011 2.633
H 2.368 -6.000 4.049
H 0.039 -5.197 3.691
H -1.557 -3.966 2.585
H -4.011 0.977 -0.539
H -6.323 1.892 -0.384
H -7.931 0.892 1.214
H -7.226 -1.007 2.644
H -4.912 -1.908 2.460
O 3.935 -0.160 -0.616
S 2.524 0.300 -0.814
C 2.192 0.091 -2.586
C 3.176 0.552 -3.460
C 3.047 0.337 -4.817
C 1.937 -0.353 -5.306
C 0.975 -0.829 -4.433
C 1.086 -0.628 -3.050
P -0.173 -1.293 -1.864
C -1.707 -1.184 -2.901
C -2.133 -2.216 -3.742
C -3.276 -2.079 -4.522
C -4.017 -0.904 -4.478
C -3.610 0.130 -3.643
C -2.471 -0.015 -2.859
C 0.100 -3.113 -1.988
C -0.830 -3.938 -1.346
C -0.702 -5.318 -1.389
C 0.361 -5.901 -2.077
C 1.287 -5.091 -2.713
C 1.157 -3.703 -2.666
C 2.585 2.111 -0.815
C 3.850 2.653 -0.996
C 3.993 4.027 -1.079
C 2.873 4.847 -0.986
C 1.623 4.291 -0.766
C 1.458 2.912 -0.638
P -0.172 2.126 -0.287
C -0.883 2.950 1.194
C -0.922 4.292 1.409
C -1.475 4.814 2.643
C -2.079 4.066 3.583
C -2.212 2.592 3.391
C -1.562 2.117 2.105
C -1.160 2.860 -1.651
C -0.648 2.853 -2.951
C -1.418 3.299 -4.016
C -2.715 3.752 -3.797
C -3.239 3.742 -2.510
C -2.467 3.293 -1.440
H 4.044 1.069 -3.066
H 3.808 0.704 -5.497
H 1.831 -0.528 -6.371
H 0.123 -1.373 -4.824
H -1.575 -3.143 -3.792
H -3.586 -2.895 -5.165
H -4.911 -0.800 -5.083
H -4.180 1.051 -3.590
H -2.186 0.780 -2.187
H -1.667 -3.495 -0.814
H -1.434 -5.942 -0.887
H 0.466 -6.979 -2.109
H 2.119 -5.534 -3.249
H 1.896 -3.084 -3.163
H 4.703 1.984 -1.049
H 4.975 4.458 -1.232
H 2.974 5.923 -1.072
H 0.763 4.941 -0.702
H -0.559 4.992 0.675
H -1.391 5.885 2.811
H -2.450 4.520 4.494
H -3.197 2.146 3.607
H -2.116 0.265 2.744
H 0.358 2.485 -3.136
H -1.006 3.287 -5.019
H -3.314 4.108 -4.627
H -4.254 4.085 -2.332
H -2.882 3.279 -0.436
Cl 6.565 1.563 6.279
C 5.201 1.176 5.246
C 4.492 2.205 4.650
C 3.428 1.891 3.818
C 3.071 0.565 3.619
C 3.777 -0.455 4.240
C 4.861 -0.153 5.052
C 1.915 0.232 2.747
O 1.693 0.955 1.716
O 1.195 -0.772 3.003
H 4.762 3.235 4.843
H 2.848 2.674 3.341
H 3.473 -1.485 4.078
H 5.433 -0.934 5.536
N -1.243 0.759 2.579
C -1.031 1.710 3.693
N 0.134 1.884 4.270
C 0.263 2.886 5.141
N 0.461 3.736 5.916
*
```

The orbital gap comes out at 5.8333 eV. The total energy comes out at -125652.379 eV. The energy above the lowest of the compared OMol25 structures with the same formula, charge and spin comes out at 88.14 kcal per mole.